A structure of composition C58H54IN5P2V, computed with ωB97M-V/def2-TZVPD.

orbital gap (spin up / spin down): 6.2 / 6.7 eV
E_HOMO (spin up / spin down): -12.109 / -12.112 eV

The geometry in ORCA input format:
```
! wB97M-V def2-TZVPD RIJCOSX def2/J DEFGRID3
* xyz 2 2
V -0.6620 -0.1248 -0.0910
C 1.2174 -4.7437 2.0536
C 0.5757 -3.3558 2.1335
C -0.3237 -3.2549 3.3584
C 1.6435 -2.2785 2.0646
C 2.3202 -2.0774 0.8590
C 3.3461 -1.1509 0.7494
C 3.7327 -0.3746 1.8423
C 4.8215 0.6547 1.7244
C 3.0794 -0.5999 3.0477
C 2.0588 -1.5369 3.1614
H 0.4505 -5.5202 2.0369
H 1.8551 -4.9164 2.9226
H 1.8310 -4.8518 1.1588
H -0.0430 -3.2268 1.2335
H 0.2395 -3.4392 4.2749
H -1.1079 -4.0126 3.3135
H -0.8043 -2.2781 3.4362
H 2.0591 -2.7030 0.0104
H 3.8829 -1.0431 -0.1896
H 4.4278 1.6036 1.3505
H 5.6024 0.3266 1.0387
H 5.2811 0.8538 2.6911
H 3.3829 -0.0375 3.9236
H 1.5846 -1.6828 4.1237
N 1.1672 0.1121 -1.2436
C 1.0053 0.5208 -2.6318
C 1.9551 0.1434 -3.5661
C 1.8686 0.6154 -4.8671
C 0.8589 1.5014 -5.2132
C -0.0948 1.8697 -4.2764
C -0.0675 1.3452 -2.9831
P -1.3172 1.6274 -1.6919
C -3.0087 1.7118 -2.3474
C -4.0278 1.7766 -1.3956
C -5.3491 1.9254 -1.7861
C -5.6722 2.0076 -3.1315
C -4.6667 1.9368 -4.0843
C -3.3426 1.7911 -3.6990
C -0.9789 3.2572 -0.9711
C -1.5888 3.5528 0.2512
C -1.3358 4.7620 0.8738
C -0.4612 5.6728 0.2907
C 0.1469 5.3790 -0.9201
C -0.1129 4.1725 -1.5574
H 1.8882 0.6788 -0.7981
H 1.5423 -0.8361 -1.2010
H 2.7781 -0.4967 -3.2692
H 2.6084 0.3181 -5.5977
H 0.8155 1.9146 -6.2113
H -0.8437 2.5947 -4.5555
H -3.8017 1.7048 -0.3410
H -6.1241 1.9756 -1.0333
H -6.7025 2.1262 -3.4385
H -4.9105 1.9997 -5.1367
H -2.5944 1.7109 -4.4696
H -2.2370 2.8280 0.7327
H -1.8089 4.9932 1.8188
H -0.2571 6.6139 0.7830
H 0.8227 6.0895 -1.3768
H 0.3707 3.9501 -2.5006
I -2.7247 -0.2887 1.5296
N 2.2915 3.7003 5.5383
C 3.0711 4.7293 6.0245
C 3.3643 5.1526 7.3205
C 4.1979 6.2419 7.4310
C 4.7263 6.8949 6.2978
C 4.4322 6.4723 5.0239
C 3.5868 5.3649 4.8888
N 3.1339 4.7363 3.7470
C 2.3753 3.7614 4.1728
C 1.6990 2.8423 3.2629
C 0.8542 1.8190 3.6724
C 0.2687 0.9953 2.7315
N 0.4382 1.1421 1.4089
C 1.2571 2.1430 1.0228
C 1.9003 2.9900 1.8873
H 1.7796 3.0354 6.0908
H 2.9611 4.6572 8.1931
H 4.4559 6.6106 8.4143
H 5.3759 7.7468 6.4424
H 4.8333 6.9681 4.1511
H 0.6362 1.6347 4.7154
H -0.3840 0.1979 3.0494
H 1.3471 2.3282 -0.0403
H 2.5336 3.7848 1.5190
N -1.0499 -1.4677 -0.9980
P -1.5689 -2.8504 -1.7340
C -0.2648 -4.0698 -1.6915
C 0.9833 -3.7246 -2.2175
C 1.9962 -4.6642 -2.2728
C 1.7646 -5.9550 -1.8068
C 0.5267 -6.3023 -1.2909
C -0.4951 -5.3636 -1.2319
C -1.9117 -2.4761 -3.4475
C -1.4198 -3.2853 -4.4701
C -1.7370 -2.9928 -5.7883
C -2.5431 -1.9040 -6.0836
C -3.0415 -1.1019 -5.0634
C -2.7293 -1.3852 -3.7457
C -3.0307 -3.4784 -0.9350
C -2.9945 -3.7600 0.4338
C -4.1127 -4.2810 1.0571
C -5.2687 -4.5187 0.3229
C -5.3085 -4.2402 -1.0349
C -4.1909 -3.7200 -1.6698
H 1.1459 -2.7276 -2.6177
H 2.9601 -4.4019 -2.6882
H 2.5549 -6.6920 -1.8537
H 0.3497 -7.3083 -0.9358
H -1.4638 -5.6441 -0.8410
H -0.8009 -4.1431 -4.2452
H -1.3590 -3.6212 -6.5829
H -2.7950 -1.6845 -7.1125
H -3.6866 -0.2652 -5.2930
H -3.1331 -0.7713 -2.9476
H -2.0987 -3.5703 1.0103
H -4.0882 -4.4975 2.1164
H -6.1423 -4.9257 0.8141
H -6.2085 -4.4309 -1.6028
H -4.2240 -3.5118 -2.7310
*
```